ORCA calculation (ωB97M-V/def2-TZVPD) on a gas-phase ion, C25H32BClF18N5O5S (charge +1).

**Net charge**: +1
**E_tot**: -4302.4842 a.u.
**Lowest unoccupied orbital energy**: -2.5 eV
**Strongest force on any atom**: 1.0 eV/A
**Spin multiplicity**: 1
**Frontier orbital gap**: 8.876 eV

Geometry as XYZ:
```
88
Properties=species:S:1:pos:R:3:forces:R:3:mulliken_charge:R:1
H 1.4789 -4.0592 -2.1924 -0.05 0.25 -0.18 0.1943
H -1.6265 -0.3952 5.2618 0.00 -0.11 0.02 0.3594
F 5.8749 0.9553 -0.8860 0.07 -0.20 -0.06 -0.3160
H -6.5879 2.2086 -0.1993 0.08 0.06 0.14 0.2801
C 1.5477 0.3056 -2.5109 0.13 -0.13 -0.04 1.3124
O -0.9447 -3.6183 1.0890 0.11 0.09 -0.11 -0.5782
H -3.0740 -1.5991 3.7826 0.04 -0.14 0.11 0.1718
F 3.4962 -0.2089 -3.6792 0.06 -0.13 -0.19 -0.3415
H -1.3846 0.0455 1.9293 0.06 -0.11 -0.06 0.7175
H -7.3294 4.0399 1.0400 0.05 0.04 0.03 0.2502
C -4.6355 2.5458 0.3399 0.18 -0.05 -0.20 -1.2042
B -0.4059 -4.0563 -1.2684 -0.03 -0.01 -0.30 0.9579
Cl -2.7997 -3.8041 4.5064 -0.09 -0.06 -0.03 -0.1685
F 2.9084 2.6301 -3.1253 -0.17 0.17 -0.11 -0.2884
C 3.7412 1.8016 -2.4881 -0.03 -0.05 0.29 0.5277
H 0.3160 -4.9412 -2.9675 0.01 0.19 -0.14 0.2201
C 3.1089 0.3683 -2.5361 -0.09 0.14 -0.03 0.6483
C 1.3739 -3.4805 0.5503 0.16 0.18 -0.04 -0.8668
N 0.4844 -4.1501 -2.3569 0.13 -0.52 0.54 -0.3954
C 5.4593 2.1645 -0.4863 -0.03 0.17 -0.12 0.5291
F 1.0678 1.2522 -1.6719 0.03 -0.02 0.18 -0.3338
O 2.5566 -5.3354 -0.4510 0.39 0.62 0.19 -0.4531
F -2.9319 -0.5144 -2.0850 -0.39 -0.25 0.14 -0.2267
H -2.1655 -4.5811 -2.0442 0.17 -0.52 -0.14 0.3587
O 1.1734 -5.7559 1.2812 -0.03 -0.28 0.41 -0.4542
H -3.8007 -2.0341 0.3655 0.13 0.05 -0.06 0.8102
C -3.3230 -1.7179 -1.6337 0.26 0.13 0.13 -0.4449
H -0.7196 -1.8428 5.7132 -0.16 -0.06 0.03 0.3363
H 1.8515 -0.9242 0.4014 0.03 0.03 -0.06 0.2648
H 0.9951 -1.6212 -3.1328 0.02 0.04 0.12 0.3576
C -1.7119 -1.4736 5.4379 0.15 0.06 -0.10 -1.4416
H -2.3949 -1.6326 6.2710 0.02 0.00 -0.08 0.4303
N -5.8083 2.7886 -0.4957 -0.54 -0.18 -0.02 -0.3369
O -4.0120 -2.4309 -2.2671 0.01 0.05 -0.22 -0.4858
F 4.8917 1.7699 -3.1672 0.21 -0.04 -0.12 -0.3159
C 1.6694 -4.9785 0.5377 0.01 0.22 -0.35 0.1335
C -2.8939 -2.1426 -0.2398 -0.24 0.18 0.11 -0.5617
F 6.1678 3.8345 -2.0455 -0.04 0.08 -0.13 -0.2813
F 4.8588 4.7611 1.2762 0.04 -0.01 -0.05 -0.2145
H 1.4662 -3.1596 1.5927 -0.02 0.01 -0.14 0.7364
F 3.6069 -0.3841 -1.5244 0.05 0.02 0.18 -0.3086
H -0.7736 -0.1147 -1.5569 0.16 -0.13 0.00 0.2588
N -7.0257 4.6990 0.3255 -0.02 -0.03 -0.04 -0.6213
H -0.9956 -1.7448 -2.1446 0.23 -0.03 0.10 0.5806
H -4.8330 2.7963 1.3922 0.16 0.07 -0.04 0.3377
N -1.7780 -1.5336 0.5875 -0.19 -0.18 0.51 0.4617
H 2.1557 -2.9832 -0.0264 -0.12 -0.01 -0.07 0.2575
H -2.3301 1.8289 1.0351 0.02 -0.15 -0.04 0.7023
F 7.8736 5.0685 -0.4642 0.14 0.05 -0.03 -0.2878
H -2.6879 -3.2144 -0.3063 0.03 0.14 -0.06 0.9845
H -5.6284 5.8849 -1.2560 -0.14 -0.06 -0.14 0.2804
C 1.0435 -1.0988 -2.1748 -0.06 -0.14 -0.14 -2.2754
H -0.5243 -1.3116 3.1438 0.02 -0.03 -0.15 0.2417
O -1.5991 -4.7628 -1.2831 -0.25 0.98 0.12 -0.7600
H -2.6547 -3.0211 1.8942 -0.04 0.30 -0.16 0.8468
H 1.7828 -1.6395 -1.5898 -0.02 0.11 0.02 0.3193
H 3.3277 -5.7824 -0.0710 -0.33 -0.43 -0.08 0.3687
F 7.4341 3.7553 1.2213 0.04 -0.06 0.16 -0.2678
C -0.3478 -1.1176 -1.5248 -0.44 0.16 -0.05 -0.5281
C -2.1979 -0.2484 1.2780 -0.38 0.37 -0.23 -1.0176
C -2.6500 0.9576 0.4499 -0.05 0.15 0.12 -1.0682
F 1.1052 0.6379 -3.7449 -0.06 0.08 -0.09 -0.3687
S 0.7046 -0.4946 0.9318 -0.10 -0.07 0.09 -0.0806
C -0.0487 -3.1420 0.0547 -0.24 -0.78 0.41 -0.6222
H -3.8384 3.1981 -0.0304 -0.11 0.04 0.06 0.4356
C -6.2211 4.1598 -0.4877 0.26 -0.09 -0.21 0.3317
F 5.3054 5.9784 -0.4630 0.04 -0.03 0.05 -0.2353
C -0.3799 -1.6128 -0.0700 0.59 0.18 -0.32 1.7021
N -5.5585 4.8987 -1.4871 -0.12 0.41 0.48 -0.4941
C 5.8354 5.3622 0.5908 -0.10 -0.14 -0.05 0.6429
C -2.2085 -2.1484 4.1685 0.09 0.27 -0.07 0.7289
H -3.0301 -0.5456 1.9246 0.13 -0.09 -0.08 0.4373
H -4.7045 0.4695 0.9602 -0.03 0.05 -0.07 0.4205
C -1.6532 -2.6110 1.7182 0.15 -0.73 0.16 0.0439
F 5.3717 2.1331 0.8502 -0.03 0.04 0.22 -0.3057
C 4.0134 2.3877 -1.0490 0.04 -0.13 -0.05 0.5598
F 7.6743 2.5668 -1.1287 0.15 -0.04 -0.01 -0.3114
C 6.9176 4.3422 0.1376 -0.17 0.14 -0.20 0.6255
C -4.1701 1.0884 0.2288 0.00 0.02 -0.12 -0.4678
F 3.1554 1.8163 -0.1786 -0.08 -0.13 0.09 -0.2786
C -1.1102 -2.2262 3.1005 0.02 0.13 0.20 -1.8876
H -4.4664 0.7618 -0.7686 0.07 -0.15 0.04 0.3771
F 6.4103 6.2604 1.3768 0.02 0.04 0.03 -0.2538
H -0.4370 -3.0453 3.3737 -0.04 0.12 -0.05 0.7712
H -5.9770 4.7528 -2.3996 0.30 -0.27 -0.01 0.2465
F 3.7444 3.6936 -1.0641 -0.03 0.26 -0.02 -0.3183
C 6.5380 3.2377 -0.9035 -0.16 -0.14 0.14 0.6687
H -2.1085 1.0335 -0.4921 -0.01 0.05 0.07 0.2394
```
Forces are in eV/Å.